This record from the OMol25 dataset describes a structure of composition CH5N4P in a non-equilibrium geometry. The level of theory is ωB97M-V/def2-TZVPD.

The geometry in ORCA input format:
```
! wB97M-V def2-TZVPD RIJCOSX def2/J DEFGRID3
* xyz 0 3
C -0.490 0.475 0.289
N 0.351 -0.085 1.293
N 1.471 -0.447 0.951
N 0.864 0.541 -1.070
N 1.842 -0.163 -0.299
P -1.771 -0.642 -0.335
H -0.757 1.505 0.530
H 0.446 -0.146 -1.778
H 2.763 0.220 -0.490
H -3.024 -0.048 0.006
H -1.693 -1.210 0.903
*
```

Results
Kohn-Sham gap (alpha / beta): 6.55 / 6.86 eV
LUMO (alpha / beta): 0.0362 / -0.0838 Eh
HOMO level (alpha / beta): -5.57 / -9.14 eV
Energy above the lowest of the compared OMol25 structures with the same formula, charge and spin: 26.9 kcal per mole

=====

This record from the OMol25 dataset describes a cluster of 10 separate species, C27H73ClN4O11P in total in a non-equilibrium geometry. The level of theory is ωB97M-V/def2-TZVPD.

The geometry in ORCA input format:
```
! wB97M-V def2-TZVPD RIJCOSX def2/J DEFGRID3
* xyz 1 1
C 5.073 3.196 -1.901
C 4.654 2.502 -0.512
C 4.937 0.948 -0.537
Cl 5.766 0.319 0.977
C 3.688 0.028 -0.853
N 3.661 -0.733 -2.139
C 2.338 -0.527 -2.658
N 1.987 -0.430 -3.954
N 1.516 -0.492 -1.468
P -0.242 -0.253 -1.706
C -1.056 0.418 -0.139
C -0.914 -2.019 -1.843
C -0.230 -2.807 -3.034
C 2.222 0.559 -0.660
O 1.982 0.479 0.756
N 1.616 1.695 1.253
O 1.761 1.682 2.424
H 5.452 4.224 -1.639
H 5.914 2.658 -2.414
H 4.189 3.206 -2.595
H 3.627 2.800 -0.171
H 5.372 2.943 0.250
H 5.683 0.771 -1.373
H 3.737 -0.806 -0.082
H 4.431 -0.543 -2.786
H 1.871 0.445 -4.461
H 1.913 -1.319 -4.475
H -0.763 1.476 0.103
H -0.714 -0.231 0.732
H -2.177 0.280 -0.192
H -0.609 -2.529 -0.870
H -2.037 -2.047 -1.858
H -0.980 -3.475 -3.558
H 0.127 -2.076 -3.810
H 0.641 -3.435 -2.671
H 2.029 1.603 -1.059
C 1.418 -5.467 -6.409
C 0.956 -4.082 -6.004
O 2.074 -3.279 -5.607
H 1.939 -5.953 -5.582
H 0.572 -6.089 -6.706
H 2.123 -5.411 -7.243
H 0.271 -4.140 -5.160
H 0.442 -3.584 -6.832
H 2.673 -3.223 -6.360
C -5.974 0.106 -1.535
C -4.531 0.062 -1.994
O -3.791 -0.886 -1.221
H -6.033 0.375 -0.479
H -6.546 0.832 -2.116
H -6.443 -0.877 -1.641
H -4.060 1.038 -1.868
H -4.466 -0.219 -3.050
H -4.207 -1.748 -1.342
C -0.503 -0.905 4.020
C -1.942 -1.383 4.022
O -2.156 -2.303 2.955
H -0.261 -0.425 3.069
H -0.326 -0.194 4.829
H 0.185 -1.748 4.137
H -2.623 -0.542 3.884
H -2.189 -1.875 4.967
H -1.558 -3.047 3.089
C -7.428 0.948 3.670
C -6.707 1.426 2.425
O -7.628 1.601 1.352
H -7.942 0.004 3.476
H -6.728 0.804 4.497
H -8.189 1.670 3.977
H -5.962 0.693 2.110
H -6.198 2.378 2.611
H -8.278 2.256 1.631
C 9.108 4.615 -0.534
C 9.174 3.664 -1.713
O 8.196 4.013 -2.691
H 8.116 4.592 -0.078
H 9.849 4.351 0.224
H 9.289 5.644 -0.857
H 8.972 2.641 -1.389
H 10.163 3.689 -2.179
H 8.383 4.913 -2.980
C -3.327 -2.284 7.808
C -4.739 -2.437 8.341
O -5.688 -2.068 7.345
H -3.145 -1.253 7.497
H -2.591 -2.559 8.567
H -3.176 -2.916 6.928
H -4.893 -1.790 9.205
H -4.931 -3.471 8.645
H -5.555 -2.648 6.588
C -10.016 3.668 -3.034
C -9.047 2.562 -3.403
O -7.760 2.823 -2.849
H -9.653 4.632 -3.398
H -11.004 3.481 -3.460
H -10.113 3.751 -1.948
H -8.937 2.497 -4.487
H -9.401 1.595 -3.033
H -7.860 2.871 -1.891
C 6.226 4.262 4.492
C 5.889 4.585 3.050
O 6.564 3.691 2.168
H 7.302 4.332 4.658
H 5.718 4.946 5.175
H 5.930 3.238 4.737
H 6.204 5.600 2.803
H 4.811 4.506 2.875
H 6.276 2.795 2.385
C 2.873 -4.806 -0.341
C 1.462 -5.363 -0.312
O 1.264 -6.256 -1.402
H 3.059 -4.282 -1.282
H 3.037 -4.112 0.487
H 3.609 -5.612 -0.274
H 0.731 -4.556 -0.402
H 1.272 -5.898 0.623
H 1.905 -6.970 -1.314
*
```

Results
Kohn-Sham gap: 6.93 eV
LUMO: -0.1509 Eh
HOMO level: -11.03 eV

=====

This record from the OMol25 dataset describes a structure of composition C24H22IN6RuS2Se2. The level of theory is ωB97M-V/def2-TZVPD.

The geometry in ORCA input format:
```
! wB97M-V def2-TZVPD RIJCOSX def2/J DEFGRID3
* xyz 3 5
Ru -1.187 2.273 0.434
Se -2.234 3.943 3.167
Se -2.983 1.731 3.203
C -4.004 1.732 1.571
C -5.362 1.480 1.648
C -6.115 1.502 0.482
C -5.486 1.807 -0.714
C -4.126 2.047 -0.707
N -3.386 1.984 0.409
C -0.344 3.623 3.024
C 0.482 4.149 4.001
C 1.851 3.940 3.907
C 2.345 3.181 2.860
C 1.461 2.689 1.921
N 0.142 2.924 1.984
H -5.822 1.294 2.609
H -7.179 1.312 0.516
H -6.037 1.871 -1.641
H -3.601 2.303 -1.617
H 0.054 4.700 4.827
H 2.515 4.349 4.657
H 3.401 2.972 2.763
H 1.798 2.104 1.078
S -1.453 4.267 -0.408
C 0.153 4.440 -1.125
C 0.554 5.610 -1.750
C 1.828 5.636 -2.300
C 2.628 4.507 -2.201
C 2.129 3.388 -1.551
N 0.909 3.345 -1.016
H -0.106 6.466 -1.802
H 2.189 6.525 -2.798
H 3.623 4.490 -2.621
H 2.729 2.489 -1.459
C 3.498 -8.346 -1.352
N 3.360 -8.541 0.094
C 3.631 -9.689 0.743
C 3.418 -9.472 2.092
N 3.026 -8.194 2.214
C 2.976 -7.573 0.993
S 2.557 -6.000 0.704
H 3.047 -9.192 -1.863
H 4.554 -8.274 -1.605
H 2.989 -7.429 -1.626
H 3.954 -10.582 0.235
H 3.523 -10.144 2.927
H 2.793 -7.719 3.076
I -0.936 -0.670 0.818
C -1.195 -0.227 -1.221
C -1.392 -1.196 -2.181
C -1.518 -0.763 -3.495
C -1.432 0.592 -3.782
C -1.251 1.484 -2.743
N -1.150 1.075 -1.470
H -1.442 -2.242 -1.919
H -1.677 -1.482 -4.288
H -1.510 0.957 -4.796
H -1.189 2.552 -2.908
*
```

Results
Kohn-Sham gap (alpha / beta): 7.45 / 5.56 eV
LUMO (alpha / beta): -0.2946 / -0.3604 Eh
HOMO level (alpha / beta): -15.47 / -15.37 eV
Energy above the lowest of the compared OMol25 structures with the same formula, charge and spin: 17.0 kcal per mole

=====

This record from the OMol25 dataset describes a structure of composition C26H30AgN4STe in a non-equilibrium geometry. The level of theory is ωB97M-V/def2-TZVPD.

The geometry in ORCA input format:
```
! wB97M-V def2-TZVPD RIJCOSX def2/J DEFGRID3
* xyz -1 1
Ag 0.814 1.490 -0.572
C 0.359 5.069 2.041
N 0.789 3.671 2.107
C 0.768 3.221 3.528
C 2.212 3.554 1.558
C 2.832 2.195 1.643
C 3.627 1.825 2.737
C 4.151 0.531 2.815
C 3.942 -0.392 1.754
C 3.112 -0.007 0.683
C 2.549 1.270 0.679
H -0.739 5.121 2.007
H 0.712 5.499 1.065
H 0.747 5.700 2.874
H 0.225 3.119 1.459
H 1.690 3.602 4.064
H 0.790 2.106 3.640
H -0.175 3.567 4.010
H 2.752 4.374 2.101
H 2.105 3.882 0.495
H 3.813 2.514 3.589
H 4.580 0.139 3.735
H 4.329 -1.425 1.789
H 2.892 -0.784 -0.065
N -0.174 -0.784 -0.159
S -1.723 -1.136 -0.378
C -1.964 -2.855 -0.832
C -3.184 -3.457 -0.696
C -3.439 -4.726 -1.188
C -2.398 -5.405 -1.828
C -1.143 -4.831 -2.007
C -0.936 -3.494 -1.496
C -2.509 -1.040 1.262
C -3.135 0.179 1.507
C -3.821 0.322 2.715
C -3.806 -0.720 3.642
C -3.281 -1.970 3.329
C -2.551 -2.112 2.166
H -0.083 -0.910 0.879
H -3.956 -2.880 -0.105
H -4.412 -5.173 -1.070
H -2.553 -6.452 -2.155
H -0.305 -5.330 -2.492
H -0.055 -2.948 -1.711
H -3.067 1.084 0.851
H -4.459 1.166 2.896
H -4.311 -0.570 4.573
H -3.496 -2.835 4.007
H -2.079 -3.053 2.007
N 1.005 -1.196 -6.705
C 1.026 -0.648 -5.475
C 2.078 -1.000 -4.545
C 2.136 -0.308 -3.319
N 1.268 0.693 -2.943
C 0.376 1.118 -3.907
C 0.112 0.340 -5.015
H 1.764 -1.752 -7.114
H 0.229 -0.912 -7.291
H 2.828 -1.807 -4.782
H 2.919 -0.534 -2.604
H -0.172 2.000 -3.651
H -0.844 0.426 -5.515
Te -0.762 3.663 -0.591
*
```

Results
Kohn-Sham gap: 4.08 eV
LUMO: 0.0892 Eh
HOMO level: -1.65 eV

=====

This record from the OMol25 dataset describes a cluster of 2 separate species, C4H14N2O in total in a non-equilibrium geometry. The level of theory is ωB97M-V/def2-TZVPD.

The geometry in ORCA input format:
```
! wB97M-V def2-TZVPD RIJCOSX def2/J DEFGRID3
* xyz -1 2
C 0.609 0.399 -3.024
N -0.007 -0.560 -2.117
C 0.575 -1.224 -0.968
C 1.310 -0.237 -0.072
N 0.326 0.631 0.626
C 1.016 1.470 1.628
H 0.476 1.432 -2.698
H 0.192 0.418 -4.040
H 1.657 0.151 -3.249
H -0.209 -1.311 -2.771
H -0.104 -1.829 -0.371
H 1.355 -1.916 -1.343
H 2.059 -0.702 0.575
H 1.958 0.304 -0.788
H 0.102 1.174 -0.208
H 1.245 2.483 1.297
H 0.487 1.461 2.585
H 1.952 0.947 1.846
H -3.239 0.049 2.786
H -2.786 -1.049 3.757
O -3.565 -0.612 3.405
*
```

Results
Kohn-Sham gap (alpha / beta): 2.30 / 8.79 eV
LUMO (alpha / beta): 0.1309 / 0.1347 Eh
HOMO level (alpha / beta): 1.26 / -5.12 eV
Energy above the lowest of the compared OMol25 structures with the same formula, charge and spin: 38.8 kcal per mole

=====

This record from the OMol25 dataset describes a cluster of 2 separate species, C3H7NO3S in total in a non-equilibrium geometry. The level of theory is ωB97M-V/def2-TZVPD.

The geometry in ORCA input format:
```
! wB97M-V def2-TZVPD RIJCOSX def2/J DEFGRID3
* xyz -2 1
O 1.527 0.595 1.655
C 0.747 -0.279 1.209
O 0.353 -1.263 1.892
C 0.183 -0.123 -0.222
C 0.864 0.915 -1.116
S 0.391 0.666 -2.895
N -1.291 0.029 -0.182
H 0.299 -1.062 -0.773
H 0.625 1.932 -0.799
H 1.938 0.743 -1.104
H -1.558 -0.149 -1.145
H -1.507 0.961 0.069
H -1.492 -1.274 2.669
H -2.203 -0.921 1.493
O -2.411 -1.009 2.449
*
```

Results
Kohn-Sham gap: 5.79 eV
LUMO: 0.2225 Eh
HOMO level: 0.26 eV
Energy above the lowest of the compared OMol25 structures with the same formula, charge and spin: 16.2 kcal per mole

=====

This record from the OMol25 dataset describes a structure of composition C16H25BrIO4P2Sc in a non-equilibrium geometry. The level of theory is ωB97M-V/def2-TZVPD.

The geometry in ORCA input format:
```
! wB97M-V def2-TZVPD RIJCOSX def2/J DEFGRID3
* xyz 2 1
C -5.926 2.304 -1.858
C -5.304 1.087 -1.342
H -7.011 2.144 -2.022
H -5.422 2.573 -2.804
H -5.756 3.114 -1.127
O -5.533 -0.027 -1.045
I -2.544 1.649 -0.906
Sc -0.227 0.462 -0.134
P -1.307 0.849 2.318
C -1.229 -0.606 3.398
C -0.249 2.035 3.254
H -0.796 2.309 4.169
H -2.980 2.002 3.640
H -0.068 2.934 2.649
H -3.257 2.233 1.887
H -0.209 -1.008 3.370
H 0.715 1.560 3.501
C -2.974 1.507 2.659
H -1.500 -0.340 4.431
H -3.692 0.681 2.639
H -1.920 -1.360 3.007
P -0.183 -0.858 -2.457
C -0.009 -2.654 -2.522
C -1.567 -0.546 -3.620
H 1.338 0.783 -3.413
H 1.089 -0.642 -4.471
H 2.178 -0.754 -3.033
C 1.259 -0.312 -3.437
H -1.939 0.482 -3.491
H -1.199 -0.687 -4.650
H 0.105 -2.987 -3.565
H -0.901 -3.105 -2.070
H -2.381 -1.247 -3.387
H 0.877 -2.942 -1.938
C -1.664 -1.378 0.070
O -2.464 -2.198 0.157
Br 3.210 -2.897 -0.441
C 4.239 -1.572 0.457
C 5.560 -1.842 0.799
C 6.360 -0.845 1.395
C 5.816 0.433 1.556
C 4.498 0.716 1.189
C 3.669 -0.308 0.686
C 2.236 -0.023 0.387
O 1.890 0.895 -0.457
O 1.272 -0.664 0.979
H 5.999 -2.822 0.607
H 7.375 -1.071 1.720
H 6.436 1.230 1.977
H 4.093 1.712 1.291
*
```

Results
Kohn-Sham gap: 5.59 eV
LUMO: -0.2998 Eh
HOMO level: -13.75 eV

=====

This record from the OMol25 dataset describes the molecule C3H9NS2 in a non-equilibrium geometry. The level of theory is ωB97M-V/def2-TZVPD.

The geometry in ORCA input format:
```
! wB97M-V def2-TZVPD RIJCOSX def2/J DEFGRID3
* xyz 0 1
C 0.628 2.639 0.937
S 1.152 0.859 0.893
S -0.252 -0.556 1.087
C -1.099 -0.495 -0.485
C -0.255 -1.228 -1.498
N -1.003 -1.863 -2.520
H 1.110 3.369 1.659
H 1.011 3.027 -0.057
H -0.491 2.819 0.868
H -1.374 0.568 -0.783
H -2.027 -1.070 -0.337
H 0.574 -1.870 -1.078
H 0.254 -0.416 -1.995
H -1.499 -1.151 -3.024
H -0.580 -2.581 -3.013
*
```

Results
SMILES: CSSCCN
Kohn-Sham gap: 9.04 eV
LUMO: 0.0298 Eh
HOMO level: -8.23 eV
Energy above the lowest of the compared OMol25 structures with the same formula, charge and spin: 28.4 kcal per mole